# 1
This record from the Open Molecules 2025 dataset describes a molecular structure, C25H51ClO2P2Si2Sn in a non-equilibrium geometry. The level of theory is ωB97M-V/def2-TZVPD.

```
84
Properties=species:S:1:pos:R:3:forces:R:3
Sn 0.073 0.117 0.820 1.7 -0.2 -0.5
C 2.116 -0.127 -1.369 -0.9 0.2 0.8
C 1.520 -1.346 -1.826 -0.3 -0.3 0.2
C 0.570 -0.981 -2.810 0.2 0.3 0.2
Si 2.066 -3.057 -1.289 -0.5 1.2 -0.2
C 0.579 0.432 -2.958 0.1 -0.2 0.2
C 1.535 0.980 -2.069 -0.3 0.4 0.0
Si 2.043 2.771 -1.847 -0.5 -1.4 0.0
H 2.906 -0.062 -0.626 0.1 0.0 -0.3
H -0.049 -1.685 -3.361 0.1 0.2 0.0
H -0.033 1.014 -3.646 0.1 -0.2 0.1
Cl -3.121 0.141 1.444 -0.6 0.0 0.0
C 3.906 2.811 -1.738 0.2 0.3 0.0
C 1.454 3.762 -3.317 0.1 0.3 -0.1
C 3.921 -2.988 -1.128 0.3 -0.3 0.0
C 1.536 -4.281 -2.597 0.2 -0.3 -0.1
H 2.007 3.393 -4.191 -0.2 0.1 0.1
H 1.686 4.829 -3.198 -0.1 -0.2 -0.1
H 0.381 3.662 -3.521 0.2 0.0 0.0
H 4.257 2.391 -0.787 0.0 0.0 -0.2
H 4.294 3.835 -1.828 0.0 -0.2 0.1
H 4.324 2.212 -2.560 -0.1 0.1 0.2
H 2.060 -4.003 -3.523 -0.2 -0.1 0.1
H 0.456 -4.277 -2.794 0.3 0.0 0.0
H 1.837 -5.305 -2.333 -0.1 0.2 -0.1
H 4.328 -2.455 -2.000 -0.1 -0.1 0.2
H 4.364 -3.993 -1.102 0.0 0.2 0.1
H 4.217 -2.453 -0.216 -0.1 -0.1 -0.2
C 1.301 3.445 -0.230 -0.1 0.7 0.1
C 1.292 -3.554 0.372 0.0 -0.6 0.3
P -0.383 2.860 0.224 0.4 0.4 -0.6
H 1.320 4.548 -0.300 0.0 -0.3 0.2
H 1.963 3.161 0.606 -0.2 0.0 -0.2
P -0.330 -2.786 0.744 0.3 -0.5 -0.5
H 1.990 -3.299 1.186 -0.2 0.1 -0.3
H 1.192 -4.657 0.359 0.1 0.3 0.2
C -0.819 -3.398 2.443 -0.1 -0.1 -0.2
C -1.474 -3.665 -0.458 0.3 0.1 0.4
C -1.503 3.533 -1.121 0.3 0.0 0.3
C -0.866 3.767 1.783 -0.2 0.1 0.0
C -0.786 2.858 3.019 0.1 -0.1 -0.1
H -1.926 4.036 1.627 0.3 0.0 0.1
C -0.042 5.031 2.016 -0.1 0.2 0.1
H 1.024 4.783 2.086 -0.2 0.1 0.0
H -0.338 5.493 2.968 0.0 -0.1 -0.2
H -0.196 5.769 1.221 0.2 -0.1 0.2
H -1.530 2.053 2.964 0.1 0.1 0.1
H -0.985 3.459 3.918 0.0 -0.2 -0.2
H 0.215 2.409 3.116 -0.4 0.2 0.0
H -1.058 3.160 -2.059 -0.2 0.1 0.3
C -1.517 5.062 -1.136 -0.2 0.1 -0.2
C -2.918 2.958 -0.981 0.0 0.1 -0.1
H -0.525 5.490 -1.329 -0.2 -0.1 0.1
H -1.899 5.465 -0.188 0.1 -0.1 -0.2
H -2.189 5.413 -1.931 0.1 0.0 0.1
H -2.920 1.866 -1.081 0.0 0.2 0.1
H -3.558 3.373 -1.771 0.1 -0.1 0.1
H -3.368 3.228 -0.016 0.1 -0.1 -0.1
H -1.027 -3.454 -1.446 -0.1 0.0 0.3
C -2.877 -3.052 -0.414 0.0 -0.1 -0.2
C -1.518 -5.178 -0.237 -0.2 -0.1 -0.2
H -0.538 -5.655 -0.354 -0.2 0.1 0.1
H -2.192 -5.626 -0.981 0.1 0.0 0.1
H -1.918 -5.427 0.756 0.1 0.0 -0.2
H -2.859 -1.992 -0.694 0.0 -0.2 0.1
H -3.329 -3.151 0.582 0.1 0.1 -0.1
H -3.526 -3.580 -1.125 0.1 0.1 0.1
C -0.748 -2.260 3.471 -0.1 0.0 -0.1
C -0.008 -4.596 2.934 -0.2 -0.1 0.1
H -1.877 -3.692 2.325 0.2 0.0 0.1
H 1.055 -4.337 3.021 -0.2 -0.1 -0.1
H -0.121 -5.462 2.273 0.2 0.1 0.1
H -0.361 -4.888 3.933 0.1 0.0 -0.2
H 0.268 -1.840 3.536 -0.2 -0.1 0.0
H -1.017 -2.656 4.462 0.1 0.2 -0.2
H -1.450 -1.454 3.220 0.2 -0.1 0.1
C -4.890 0.083 1.044 0.3 0.0 -0.4
H -5.460 0.224 1.964 0.2 0.0 -0.2
H -5.078 -0.897 0.585 0.0 0.4 0.2
H -5.070 0.890 0.319 0.0 -0.3 0.4
O 2.326 -0.870 1.646 0.0 1.2 1.1
C 2.557 0.195 2.300 -0.7 -0.4 -0.8
O 1.814 1.228 2.228 0.3 -0.8 -0.2
H 3.440 0.246 2.973 -0.3 -0.1 -0.3
```
Forces are in eV/Å.

Computed properties:
**Calculated total energy**: -83536.57142 eV
**Gap between HOMO and LUMO**: 6.60 eV
**Net charge**: 0
**ΔE to the lowest compared entry with this formula, charge and spin**: 0.0000 eV

# 2
This record from the Open Molecules 2025 dataset describes a molecular structure, C25H51KO19 in a non-equilibrium geometry. The level of theory is ωB97M-V/def2-TZVPD.

```
96
Properties=species:S:1:pos:R:3:forces:R:3
K -3.566 0.274 -2.030 0.7 0.3 0.9
C -0.870 0.510 0.369 -0.4 0.9 -1.1
O -1.521 1.497 -0.354 -0.6 -0.9 -0.2
H 0.218 0.687 0.290 0.2 -0.4 0.5
H -1.151 0.452 1.439 0.1 0.1 0.2
H -1.049 -0.517 -0.029 0.1 -0.3 0.0
C -0.582 3.912 -4.230 1.8 -0.1 0.4
C -0.470 4.133 -2.736 -1.7 -0.1 1.1
O 0.530 5.095 -2.377 0.8 0.1 -1.3
C 0.481 5.627 -1.170 -0.7 -0.8 0.5
O -0.370 5.394 -0.349 0.1 0.4 0.0
O 1.542 6.410 -1.001 0.3 0.5 -0.5
C 1.497 7.265 0.138 -0.6 -0.1 0.3
H -0.747 4.878 -4.703 -0.2 -0.2 -0.3
H -1.310 3.148 -4.484 -0.4 0.3 0.2
H 0.370 3.491 -4.574 0.0 0.2 -0.2
H -0.335 3.249 -2.111 0.1 -0.3 -0.3
H -1.437 4.528 -2.411 0.1 0.1 0.2
H 0.674 7.981 0.078 0.0 -0.1 -0.3
H 2.430 7.815 0.153 0.1 -0.2 0.2
H 1.296 6.660 1.022 0.4 0.1 0.1
C 0.317 -3.245 2.726 -0.4 0.6 -0.3
C 1.007 -3.260 1.377 -0.5 -0.9 0.0
O 2.208 -4.032 1.553 0.5 0.7 0.2
C 2.966 -4.191 0.478 -0.1 -1.0 -0.3
O 2.745 -3.773 -0.628 0.1 0.4 0.0
O 3.959 -5.025 0.812 0.3 0.7 0.6
C 5.003 -5.223 -0.133 0.0 -1.2 -0.2
H -0.575 -2.618 2.636 -0.2 -0.3 0.0
H 0.871 -2.776 3.538 0.4 -0.2 -0.2
H 0.050 -4.262 3.008 -0.1 0.0 0.1
H 1.132 -2.280 0.917 0.5 0.0 0.2
H 0.434 -3.863 0.666 -0.4 0.3 0.0
H 5.319 -4.328 -0.658 -0.4 0.1 -0.1
H 4.671 -6.043 -0.772 0.0 0.5 -0.6
H 5.865 -5.655 0.375 -0.1 0.3 0.5
C 3.263 2.132 -6.908 -0.6 0.5 -0.8
C 3.905 2.226 -5.551 0.7 0.1 -0.3
O 2.978 1.929 -4.516 -0.2 -0.4 0.0
C 3.411 2.147 -3.268 0.2 0.3 0.1
O 4.512 2.505 -2.951 0.2 0.0 -0.1
O 2.400 1.924 -2.455 -1.3 -0.3 -0.3
C 2.516 2.232 -1.085 0.3 0.5 1.2
H 3.067 1.155 -7.355 0.5 -0.3 0.6
H 3.925 2.664 -7.596 0.0 -0.1 -0.1
H 2.282 2.609 -6.993 0.2 0.4 0.4
H 4.314 3.222 -5.369 -0.2 0.1 -0.1
H 4.784 1.573 -5.546 -0.2 -0.2 0.4
H 2.752 3.285 -0.915 0.5 -0.1 -0.3
H 3.239 1.572 -0.605 0.2 0.2 0.0
H 1.563 2.120 -0.568 -0.3 -0.5 -0.6
C -0.865 0.370 5.069 -0.8 0.7 -0.1
C 0.512 0.026 5.602 -0.6 0.5 -1.0
O 0.386 -0.672 6.835 -0.4 -0.3 0.2
C 1.239 -0.379 7.813 0.5 0.4 -0.1
O 2.137 0.411 7.737 0.0 0.0 0.0
O 1.031 -1.082 8.927 0.0 0.0 0.0
C -0.159 -1.822 9.105 -0.7 -0.9 0.3
H -0.807 0.990 4.170 0.4 -0.3 -0.2
H -1.436 1.032 5.728 0.3 -0.2 0.4
H -1.539 -0.454 4.832 0.4 -0.3 0.1
H 1.074 0.951 5.711 0.2 -0.1 0.3
H 1.027 -0.601 4.875 0.2 -0.1 0.2
H 0.058 -2.662 9.766 0.3 0.2 0.1
H -0.560 -2.266 8.195 0.1 0.3 -0.1
H -0.927 -1.231 9.607 0.1 0.2 -0.2
C -6.531 0.376 2.554 0.7 -0.2 0.0
C -5.001 0.496 2.556 -0.6 1.0 -1.0
O -4.425 -0.799 2.673 0.2 -0.1 0.8
C -4.101 -1.423 1.556 0.5 0.2 0.0
O -4.308 -1.029 0.436 -0.2 0.0 -0.6
O -3.467 -2.535 1.885 -0.3 -0.1 0.5
C -2.805 -3.288 0.870 0.1 0.0 0.4
H -7.035 1.340 2.576 0.1 0.1 0.1
H -6.794 -0.213 3.433 -0.3 0.1 0.1
H -6.881 -0.163 1.674 0.1 0.0 0.0
H -4.653 1.164 3.343 0.1 -0.7 0.6
H -4.575 0.971 1.669 -0.4 -0.2 -0.2
H -1.902 -2.739 0.602 -0.1 -0.1 -0.4
H -3.463 -3.510 0.032 0.1 0.2 -0.1
H -2.530 -4.202 1.394 0.0 -0.1 -0.2
C 1.718 -1.340 -3.276 0.1 1.2 -0.6
C 0.324 -1.640 -2.795 0.7 -0.6 0.5
O -0.366 -2.323 -3.875 0.1 0.1 -0.2
C -1.675 -2.364 -3.838 0.7 0.0 0.5
O -2.361 -1.809 -3.007 -0.6 0.1 -0.1
O -2.107 -3.134 -4.818 0.0 0.1 -0.7
C -3.511 -3.223 -4.995 -0.8 0.2 0.4
H 1.701 -0.540 -4.025 -0.2 -0.1 -0.1
H 2.231 -2.183 -3.732 -0.1 -0.2 0.3
H 2.302 -0.884 -2.476 0.0 -0.4 0.2
H -0.213 -0.761 -2.442 -0.1 0.1 -0.3
H 0.413 -2.341 -1.963 -0.3 -0.1 0.0
H -3.713 -3.716 -5.939 0.3 -0.3 0.1
H -4.019 -2.256 -5.045 0.4 0.2 0.1
H -3.938 -3.752 -4.142 -0.1 -0.2 -0.2
```
Forces are in eV/Å.

Computed properties:
**Calculated total energy**: -81979.30766 eV
**Gap between HOMO and LUMO**: 5.85 eV
**Net charge**: 0
**ΔE to the lowest compared entry with this formula, charge and spin**: 0.0000 eV